[1]
Molecular formula: C38H114O19S19
Method: DFT, ωB97M-V/def2-TZVPD

Geometry as XYZ:
```
190
Properties=species:S:1:pos:R:3:forces:R:3
C 1.38597 1.34095 -8.79204 -0.2 1.1 -1.1
S 0.18407 1.73674 -7.50203 0.6 -0.6 -0.9
O -1.08603 1.19789 -8.04133 -0.5 0.1 0.0
C 0.77892 0.56614 -6.33183 1.7 0.3 1.1
H 1.34345 0.32950 -9.16023 -0.4 -0.6 0.3
H 2.42153 1.57051 -8.56924 0.1 0.3 0.4
H 1.04553 1.96913 -9.63980 0.3 -0.2 0.4
H 0.79790 -0.47473 -6.63933 -0.6 0.0 -0.2
H 0.22758 0.79970 -5.43783 -0.5 -0.5 0.5
H 1.82639 0.80620 -6.04829 -0.5 0.1 -0.3
C -2.37998 -5.40644 3.78560 0.9 0.7 0.0
S -3.52644 -5.64949 5.06965 0.0 -1.0 1.6
O -3.68799 -4.37276 5.79595 0.1 0.7 0.1
C -4.91028 -5.84784 4.03376 -0.6 -0.5 -0.5
H -2.58074 -4.41366 3.39367 0.1 0.2 -0.3
H -2.45821 -6.16060 3.01825 0.1 -0.3 -0.2
H -1.40264 -5.40877 4.27238 0.0 0.0 -0.4
H -5.80240 -5.80376 4.66941 0.1 0.1 -0.4
H -4.78752 -6.86115 3.61621 -0.3 0.4 -0.1
H -4.86996 -5.07663 3.25652 -0.4 -0.1 0.1
C 3.10407 0.73744 -3.06183 -0.8 0.2 0.8
S 4.67750 0.27952 -3.56932 1.4 -1.2 -0.9
O 4.52179 -0.67845 -4.70777 -0.1 -0.2 -0.4
C 5.20775 1.85594 -4.18066 -0.3 1.2 0.4
H 2.55418 -0.19516 -2.86071 -0.1 0.5 -0.2
H 2.66309 1.45472 -3.74311 -0.5 -0.2 -0.3
H 3.29213 1.21852 -2.11170 -0.2 0.0 0.2
H 5.27286 2.40880 -3.22939 0.4 0.2 -0.3
H 4.54170 2.42580 -4.83897 -0.4 -0.6 0.1
H 6.15903 1.78781 -4.68104 0.5 -0.2 0.2
C -3.10559 -0.85377 -3.57606 1.2 0.5 0.4
S -3.70632 -2.19024 -4.55217 0.3 -1.3 2.4
O -4.56713 -1.59502 -5.53528 -1.7 1.0 -2.2
C -2.17894 -2.62257 -5.25372 1.2 -0.5 -0.5
H -2.72483 -0.09346 -4.26769 -0.4 0.0 0.0
H -2.21067 -1.15537 -2.98897 -0.8 0.0 0.0
H -3.93195 -0.46143 -2.98296 0.2 0.1 0.0
H -1.65366 -1.76901 -5.70467 -0.3 -0.2 -0.2
H -2.36636 -3.45368 -5.94024 0.1 0.4 -0.2
H -1.54936 -3.02102 -4.45893 0.1 0.0 0.2
C -0.84417 5.00793 4.20634 -0.5 -0.4 -0.7
S -1.24087 3.70882 5.38832 1.3 0.1 -0.1
O -2.69500 3.54478 5.21296 -1.1 -0.2 0.2
C -0.48014 2.39948 4.40426 0.1 0.1 0.8
H -1.19992 5.95287 4.61932 0.2 0.0 -0.2
H -1.48784 4.68972 3.34918 0.6 0.5 0.4
H 0.21373 5.01714 3.91223 -0.3 0.2 0.2
H -1.24979 2.17189 3.70671 -0.6 -0.3 -0.7
H -0.34268 1.51299 5.05069 0.3 0.4 -0.4
H 0.38873 2.78141 3.86253 0.2 -0.4 0.3
C -1.09907 -1.21516 0.02270 -1.4 0.5 0.1
S 0.59334 -0.77912 -0.10478 0.7 1.0 -1.8
O 0.64762 0.35712 -1.15707 -0.1 -1.1 1.4
C 0.79379 -0.10237 1.54524 1.2 -0.6 -0.9
H -1.37220 -1.62365 0.99223 0.3 -0.6 -0.1
H -1.40643 -1.80911 -0.82717 0.3 -0.6 0.0
H -1.71737 -0.31991 -0.05588 0.4 0.5 0.0
H 1.63846 0.59881 1.49998 -0.2 -0.1 0.1
H 1.07490 -1.01400 2.09934 -0.4 0.6 0.3
H -0.12696 0.35575 1.80065 -0.8 0.5 0.9
C 6.49656 -4.98467 -2.71946 1.0 -2.4 0.0
S 4.98580 -4.11259 -2.55209 -1.0 -0.5 -0.4
O 4.29146 -4.88269 -1.45787 0.1 0.3 -0.4
C 5.61352 -2.68419 -1.79985 0.5 0.9 1.0
H 7.44641 -4.51055 -3.02504 -0.9 0.1 -0.4
H 6.24091 -5.91697 -3.32827 0.6 1.3 0.6
H 6.66750 -5.36165 -1.69591 0.0 0.1 -0.2
H 6.07119 -3.04284 -0.86583 -0.1 0.3 -0.1
H 4.76440 -2.03110 -1.59619 0.1 0.1 0.1
H 6.35193 -2.13533 -2.39186 -0.2 -0.2 -0.1
C 0.13598 3.32766 0.01088 -0.5 -0.1 0.1
S 1.64079 4.21240 0.35046 0.2 -0.9 2.6
O 2.26037 3.59451 1.65033 -0.7 0.8 -2.0
C 2.47929 3.50620 -1.01986 -1.0 -1.0 -1.0
H -0.18808 3.82059 -0.89870 -0.2 -0.1 -0.4
H -0.67420 3.49280 0.73424 0.6 0.0 0.2
H 0.36204 2.25895 -0.15649 -0.2 0.5 0.1
H 1.97788 3.77747 -1.95594 -0.2 0.2 0.2
H 2.49607 2.40397 -1.00231 0.0 0.6 0.5
H 3.42250 3.94894 -1.04786 1.8 0.4 0.0
C -2.72082 -4.79176 -1.16628 0.9 0.7 0.8
S -4.02677 -4.70357 0.04128 0.6 -1.7 -0.5
O -3.78328 -3.39088 0.61408 0.1 2.2 1.5
C -5.30246 -4.49124 -1.12190 -1.3 -0.4 -0.4
H -2.66796 -5.70017 -1.70801 -0.2 -0.9 -0.7
H -1.80307 -4.69513 -0.56511 -0.2 0.0 -0.2
H -2.80963 -3.90660 -1.80315 0.0 -0.2 0.0
H -5.14943 -3.51431 -1.57302 0.0 -0.1 -0.4
H -6.29124 -4.53122 -0.65012 0.3 0.1 0.1
H -5.23087 -5.33477 -1.81139 -0.1 0.3 -0.3
C -3.37361 2.48588 0.51873 0.4 -1.1 -1.6
S -4.75828 1.91981 -0.49454 -0.2 1.1 0.1
O -4.46653 2.25414 -1.92103 0.2 -0.4 -0.2
C -4.62532 0.16575 -0.23134 -0.6 -0.1 -0.6
H -3.67327 2.11346 1.45165 -0.3 0.3 1.9
H -3.21167 3.55630 0.35675 -0.2 -0.4 0.3
H -2.48988 1.85594 0.32824 0.0 0.6 -0.4
H -5.52238 -0.25020 -0.69778 0.2 0.0 -0.2
H -4.75131 -0.03931 0.81214 0.3 0.0 0.7
H -3.72804 -0.27210 -0.64731 0.2 0.0 0.0
C 1.57526 -2.76267 -4.76714 0.2 0.6 -0.3
S 1.63518 -3.63411 -3.24853 -1.0 2.1 1.3
O 0.17362 -3.66836 -2.84465 0.6 -0.2 0.1
C 1.99298 -5.18199 -3.85898 -0.8 -1.3 -1.1
H 0.94614 -3.33834 -5.43692 0.0 0.0 -0.3
H 2.56771 -2.52509 -5.17567 -0.3 0.0 0.1
H 1.04205 -1.86229 -4.46743 0.1 0.3 -0.3
H 2.94638 -5.16657 -4.38748 -0.1 -0.2 0.1
H 1.12163 -5.42668 -4.52338 0.9 -0.2 0.5
H 1.99851 -5.75676 -2.94798 0.2 -0.9 0.0
C 5.64389 2.15001 1.48358 -0.3 0.9 0.9
S 4.68180 0.80964 0.86494 -0.6 0.1 0.2
O 4.85965 0.84378 -0.60454 -0.1 0.2 -0.7
C 5.80480 -0.44010 1.39782 -0.3 -0.8 0.8
H 6.55972 2.13716 0.91851 0.4 0.2 -0.3
H 5.87411 2.01266 2.55045 -0.2 0.0 -0.3
H 5.07941 3.08496 1.36254 0.2 -0.3 -0.1
H 6.79843 -0.02059 1.55134 0.1 -0.4 -0.3
H 5.70863 -1.20446 0.62007 0.4 0.1 0.3
H 5.41653 -0.84055 2.34593 0.3 0.0 -0.2
C 2.05812 -4.30807 0.79121 0.3 1.2 -0.3
S 1.28183 -3.87681 2.32766 0.0 0.6 -1.2
O -0.15651 -3.85717 1.95165 -1.0 1.1 -0.1
C 1.32076 -5.44261 3.01327 0.6 -1.5 1.4
H 1.96774 -3.41726 0.16656 0.2 0.1 0.0
H 1.39773 -5.02998 0.32426 0.3 -0.6 0.0
H 3.11608 -4.53308 0.91320 -0.1 -0.4 -0.2
H 0.79037 -6.06402 2.30421 -0.3 -0.2 0.0
H 0.74993 -5.30029 3.93702 0.2 -0.6 0.0
H 2.30321 -5.89299 3.18239 0.0 0.3 0.2
C -4.13312 -1.36522 3.05590 -0.7 -0.3 -1.3
S -2.65377 -0.64561 3.63369 1.9 -0.4 -0.3
O -2.31251 0.55720 2.79786 -0.4 0.1 -0.5
C -3.34921 -0.11301 5.13285 0.3 0.1 1.0
H -4.86289 -0.53916 2.98675 -0.2 -0.6 0.2
H -4.35762 -2.15858 3.76949 -0.4 0.2 0.1
H -4.00366 -1.88008 2.08112 0.1 0.5 0.5
H -3.78590 -1.02732 5.46810 -0.5 -0.6 0.7
H -4.12679 0.60002 4.93449 -0.3 0.6 0.1
H -2.59715 0.14328 5.89290 -0.4 0.4 -0.7
C 3.56966 2.53814 4.38258 0.5 0.1 -0.8
S 2.77620 2.50162 5.96740 -0.5 0.2 -0.5
O 3.74896 1.78188 6.78973 0.9 -1.2 1.2
C 2.88105 4.18163 6.48525 -0.7 0.8 0.1
H 3.42843 1.51274 4.01335 0.1 0.2 0.0
H 4.65318 2.71907 4.52999 -0.6 0.0 0.1
H 3.15389 3.22956 3.63973 -0.1 -0.1 0.2
H 2.17330 4.73378 5.85095 0.3 0.2 0.2
H 3.88216 4.61092 6.46012 0.0 -0.2 -0.1
H 2.49945 4.18473 7.51840 0.1 0.0 -0.4
C -1.59440 2.51706 -3.44157 1.2 0.0 -0.8
S -2.11537 3.95779 -2.59635 1.2 2.7 -0.3
O -0.99300 4.99683 -2.85843 -0.7 -1.2 0.6
C -3.36630 4.51600 -3.71111 -0.4 0.0 -1.2
H -2.41556 2.09480 -4.00387 0.0 -0.3 -0.1
H -1.18277 1.87224 -2.69932 0.0 -1.0 0.6
H -0.69103 2.80117 -4.03943 -1.0 0.0 0.0
H -4.24552 3.92309 -3.55825 -0.6 -0.3 0.2
H -3.06749 4.40852 -4.77120 0.2 0.0 0.6
H -3.58569 5.56914 -3.54737 0.2 -0.1 0.4
C 0.90099 5.40083 -5.70254 -0.6 0.0 -0.6
S 2.34365 4.67462 -4.97632 -1.2 -1.0 0.6
O 2.11003 3.18841 -5.11361 0.3 0.3 0.3
C 3.51981 5.06704 -6.20740 1.0 0.0 -0.3
H 0.01686 5.18297 -5.06692 0.7 0.1 -0.1
H 0.78480 4.89089 -6.69057 0.0 0.6 0.6
H 1.05939 6.49207 -5.76845 -0.2 -0.5 -0.2
H 4.45485 4.87733 -5.68445 0.4 0.3 -0.3
H 3.44198 6.09194 -6.54623 0.1 0.3 0.1
H 3.48787 4.39795 -7.06081 -0.4 -0.2 -0.1
C -5.38127 3.72776 3.36077 0.5 -1.3 -1.1
S -6.98061 3.58224 4.02120 -1.2 -0.1 -1.0
O -7.23224 2.13106 4.11037 -0.3 -1.0 0.2
C -6.66294 4.18629 5.61866 0.5 1.3 1.2
H -4.66304 3.25803 4.02344 0.4 0.5 0.3
H -5.23795 4.75328 3.07229 0.6 0.4 0.1
H -5.38365 3.07785 2.46246 -0.2 0.6 0.3
H -6.32155 3.42285 6.31542 -0.2 -0.3 -0.2
H -7.57244 4.68588 5.96468 0.2 -0.2 0.2
H -5.85016 4.92657 5.55308 -0.3 -0.1 0.0
C 0.73513 -2.12766 7.90520 -0.1 0.3 1.6
S 0.20277 -1.96731 6.29005 -0.2 0.0 -1.9
O -0.90903 -0.96591 6.21004 0.7 -0.3 0.5
C 1.64345 -1.08221 5.68035 -1.5 0.4 -0.7
H -0.03283 -2.69297 8.37575 -0.4 -0.9 0.7
H 0.69846 -1.17044 8.42245 0.5 0.2 -0.1
H 1.69792 -2.63574 7.91705 0.0 0.1 0.2
H 1.80682 -0.22515 6.31304 0.2 0.3 0.2
H 1.13753 -0.76554 4.75676 1.0 0.2 -0.2
H 2.54014 -1.65911 5.54024 0.2 -0.4 -0.2
```
Positions in Å, forces in eV/Å.

Results
E_HOMO   -8.256 eV
LUMO   0.0 eV
Energy above the lowest of the compared OMol25 structures with the same formula, charge and spin   0.000 eV

These are the Löwdin partial charges, in e, on atoms 1 to 4: C -0.2620; S 0.7945; O -0.5440; C -0.2940


[2]
Molecular formula: C38H24Cl5F5P2RuS
Method: DFT, ωB97M-V/def2-TZVPD

Geometry as XYZ:
```
76
Properties=species:S:1:pos:R:3:forces:R:3
Ru 0.25584 -0.92715 -0.13096 0.1 0.1 -0.1
C 0.20433 2.30332 1.38368 -0.1 0.0 0.0
C 0.87722 2.43528 0.01113 0.0 -0.1 0.0
P -0.40900 2.26717 -1.31844 0.0 0.0 0.1
C 0.24934 0.98622 -2.44854 -0.1 -0.1 0.0
C -0.68331 0.04097 -2.90246 0.0 0.0 0.0
C -0.40394 -0.76074 -4.01042 0.0 0.0 0.1
C 0.79770 -0.60725 -4.67333 0.1 -0.1 0.1
C 1.75392 0.29741 -4.20458 0.0 0.0 0.0
C 1.49103 1.07796 -3.09845 0.0 0.0 0.0
C -0.18946 3.78319 -2.30800 0.0 0.0 0.0
C -0.30955 3.75809 -3.69588 0.0 0.0 0.0
C -0.24419 4.93608 -4.42526 0.0 0.0 0.0
C -0.07038 6.15030 -3.77804 0.0 0.0 0.0
C 0.03103 6.18497 -2.39491 0.0 0.0 0.0
C -0.03398 5.00936 -1.66296 0.0 0.0 0.0
P -0.83786 0.78715 1.45490 0.0 0.0 0.0
C -2.57031 1.22015 1.15329 0.0 0.0 0.0
C -3.34968 0.43682 0.31005 0.0 0.0 0.0
C -4.68954 0.73637 0.12079 0.0 0.0 0.0
C -5.25237 1.82497 0.77137 0.0 0.0 0.0
C -4.47983 2.60390 1.62217 0.0 0.0 0.0
C -3.14276 2.29856 1.82114 0.0 0.0 0.0
C -0.86801 0.24551 3.18324 0.0 0.0 0.0
C -1.42030 -1.00295 3.45932 0.0 0.0 0.0
C -1.49477 -1.45662 4.76564 0.0 0.0 0.0
C -1.02463 -0.66384 5.80361 0.0 0.0 0.0
C -0.49176 0.58826 5.53523 0.0 0.0 0.0
C -0.41384 1.04672 4.22804 0.0 0.0 0.0
H -0.42256 3.17177 1.59683 0.0 0.0 0.0
H 0.95497 2.22935 2.16869 0.0 0.0 0.0
H 1.62425 1.64220 -0.10822 0.0 0.0 0.0
H 1.41488 3.38022 -0.06551 0.0 0.0 0.0
H -1.67329 0.02248 -2.45756 0.0 0.0 0.0
H -1.13996 -1.47063 -4.36372 0.0 0.0 0.0
H 1.00745 -1.19939 -5.55471 0.0 0.0 0.0
H 2.69848 0.39708 -4.72309 0.0 0.0 0.0
H 2.21393 1.81647 -2.77228 0.0 0.0 0.0
H -0.44920 2.81837 -4.21670 0.0 0.0 0.0
H -0.32979 4.90314 -5.50339 0.0 0.0 0.0
H -0.01858 7.06743 -4.34910 0.0 0.0 0.0
H 0.15923 7.12929 -1.88260 0.0 0.0 0.0
H 0.03340 5.05931 -0.58211 0.0 0.0 0.0
H -2.91285 -0.41052 -0.20630 0.0 0.0 0.0
H -5.29253 0.12301 -0.53537 0.0 0.0 0.0
H -6.29636 2.06432 0.62024 0.0 0.0 0.0
H -4.92140 3.44641 2.13727 0.0 0.0 0.0
H -2.55479 2.89914 2.50573 0.0 0.0 0.0
H -1.79087 -1.62423 2.65191 0.0 0.0 0.0
H -1.91715 -2.43066 4.97319 0.0 0.0 0.0
H -1.07841 -1.02037 6.82346 0.0 0.0 0.0
H -0.13577 1.21218 6.34408 0.0 0.0 0.0
H -0.00022 2.02861 4.03900 0.0 0.0 0.0
F 2.27866 -7.31462 0.54101 0.0 0.0 0.0
C 1.46697 -6.28210 0.39667 0.0 0.0 0.0
C 1.36125 -5.33872 1.40746 0.0 0.0 0.0
F 2.07663 -5.47133 2.51906 0.0 0.0 0.0
C 0.52097 -4.25589 1.24142 0.1 0.1 0.0
F 0.43924 -3.36068 2.22940 0.0 0.1 0.0
C -0.20938 -4.07036 0.07185 -0.1 0.0 0.0
S -1.26762 -2.67675 -0.16313 0.1 0.0 0.0
C -0.11845 -5.05356 -0.90808 0.0 0.0 -0.1
F -0.83540 -4.94618 -2.02355 0.1 0.0 0.0
C 0.71798 -6.14424 -0.76153 0.0 0.0 0.0
F 0.81173 -7.05301 -1.72275 0.0 0.0 0.0
Cl 2.21600 -0.35793 2.57680 0.0 0.0 0.0
C 2.90246 -1.43146 1.40760 0.0 0.0 0.0
C 2.25374 -1.57528 0.18671 0.0 0.0 0.0
C 2.83678 -2.43906 -0.73372 0.0 0.1 0.0
Cl 2.08896 -2.56921 -2.28482 -0.2 0.0 -0.1
C 3.97956 -3.17678 -0.45363 0.0 0.0 0.0
Cl 4.62237 -4.26502 -1.61173 0.0 0.0 0.0
C 4.58387 -3.03324 0.79670 0.0 0.0 0.0
Cl 5.97547 -3.94580 1.18033 0.0 0.0 0.0
C 4.05078 -2.14375 1.73323 0.0 0.0 0.0
Cl 4.79362 -1.95018 3.26360 0.0 0.0 0.0
```
Positions in Å, forces in eV/Å.

Results
E_HOMO (alpha / beta)   -10.905 / -10.931 eV
Spin multiplicity   6
Total charge   +1
LUMO (alpha / beta)   -2.5 / -5.3 eV
Energy above the lowest of the compared OMol25 structures with the same formula, charge and spin   0.222 eV

These are the Löwdin partial charges, in e, on atoms 1 to 4: Ru 1.0414; C -0.4011; C -0.4082; P 1.0590